Record 1
DFT (ωB97M-V/def2-TZVPD) results for a molecular structure, C2H3B5F20NNi.

**E_LUMO**: 6.8792 eV
**⟨S²⟩**: 2.002
**Kohn-Sham gap**: 0.3520 Ha
**HOMO energy**: -2.700 eV
**F_max**: 2.60 eV/A
**Multiplicity**: 3
**Molar mass**: 533.8 g mol⁻¹
**Charge**: -3

CARTESIAN COORDINATES (ANGSTROEM)
Ni  12.197  13.024  -13.837
B  13.799  12.778  -16.858
F  13.049  13.425  -17.809
F  15.002  13.473  -16.744
F  13.072  12.877  -15.642
F  13.996  11.405  -17.116
B  15.529  14.374  -13.145
F  16.181  13.283  -12.491
F  15.680  15.538  -12.332
F  16.212  14.547  -14.368
F  14.176  14.081  -13.337
B  10.725  15.258  -14.033
F  11.998  14.986  -14.533
F  10.664  16.316  -13.175
F  9.833  15.404  -15.111
F  10.375  14.037  -13.374
B  12.633  14.262  -10.656
F  13.797  13.730  -10.048
F  12.285  13.468  -11.755
F  11.595  14.411  -9.754
F  12.917  15.580  -11.098
B  10.401  10.979  -13.984
F  10.875  11.923  -14.941
F  10.895  9.757  -14.405
F  11.006  11.434  -12.775
F  9.010  11.107  -13.896
C  14.700  10.175  -11.117
C  14.093  10.895  -12.240
N  13.652  11.420  -13.150
H  14.179  9.217  -11.069
H  14.549  10.721  -10.187
H  15.756  9.961  -11.270

natural (NBO) population analysis, charges in e, atoms 1 to 6: 1.71 1.36 -0.57 -0.56 -0.59 -0.58



Record 2
DFT (ωB97M-V/def2-TZVPD) results for 2 unconnected molecules or ions with the total composition C5H14.

**Energy relative to the best compared isomer or geometry (same formula, charge and spin)**: 53.7 kJ/mol
**SMILES**: CCC.CC
**E_LUMO**: 1.1352 eV
**Kohn-Sham gap**: 0.4416 Ha
**HOMO energy**: -10.882 eV
**F_max**: 1.39 eV/A
**Molar mass**: 74.2 g mol⁻¹
**Charge**: 0

CARTESIAN COORDINATES (ANGSTROEM)
C  2.021  -0.166  -0.026
C  3.550  -0.082  -0.041
H  1.782  -1.161  -0.393
H  1.637  -0.019  0.985
H  1.494  0.647  -0.524
H  3.885  -0.849  0.660
H  3.985  0.865  0.273
H  3.973  -0.302  -1.022
C  -2.204  0.579  0.044
C  -2.386  -0.405  -1.116
C  -1.257  0.127  1.158
H  -1.995  1.612  -0.243
H  -3.171  0.742  0.518
H  -1.979  -1.354  -0.797
H  -1.096  -0.936  1.337
H  -0.280  0.556  0.960
H  -1.811  -0.111  -2.002
H  -3.401  -0.430  -1.506
H  -1.574  0.545  2.095

natural (NBO) population analysis, charges in e, atoms 1 to 6: -0.61 -0.61 0.21 0.20 0.20 0.20